(1)
{
  "formula": "C23H19Cl2N3O5S",
  "method": "the ωB97M-V functional and the def2-TZVPD basis",
  "e_tot_ha": -2746.85619,
  "homo_ev": -8.11,
  "max_force_ev_per_a": 1.3,
  "multiplicity": 1,
  "smiles": "O=C(CN(Cc1ccc(Cl)c(Cl)c1)S(=O)(=O)c1ccccc1)N/N=C\\c1ccc2c(c1)OCO2",
  "e_above_lowest_kj_mol": 282.6,
  "elements": ["O", "C", "N", "N", "C", "C", "C", "C", "C", "C", "C", "H", "O", "C", "O", "H", "H", "H", "H", "H", "H", "C", "N", "S", "O", "O", "C", "C", "C", "C", "C", "C", "H", "H", "H", "H", "H", "C", "C", "C", "C", "C", "C", "C", "H", "H", "Cl", "Cl", "H", "H", "H", "H", "H"],
  "xyz": [[-2.0847, -4.3990, 0.0055], [-1.9465, -3.2420, -0.3066], [-2.6906, -2.2001, 0.1499], [-3.5860, -2.3380, 1.1556], [-4.0707, -1.3040, 1.7103], [-3.7384, 0.0960, 1.3969], [-3.2106, 0.8952, 2.4045], [-2.7062, 2.1635, 2.1418], [-2.7670, 2.6018, 0.8420], [-3.3557, 1.8343, -0.1641], [-3.8426, 0.5769, 0.0827], [-4.2948, -0.0057, -0.7036], [-3.3316, 2.5297, -1.3398], [-2.6203, 3.7153, -1.0715], [-2.3229, 3.7835, 0.3071], [-3.2315, 4.5845, -1.3595], [-1.6805, 3.7216, -1.6508], [-2.2675, 2.7695, 2.9165], [-3.1500, 0.5015, 3.4074], [-4.7318, -1.5063, 2.5425], [-2.4568, -1.2586, -0.1680], [-0.8480, -2.7621, -1.2707], [0.1131, -1.8841, -0.6292], [-0.3095, -0.2589, -0.5127], [-1.3067, -0.0129, -1.5181], [-0.6473, 0.0811, 0.8431], [1.1739, 0.6251, -0.9717], [1.4452, 1.8197, -0.3329], [2.5780, 2.5334, -0.6883], [3.4189, 2.0440, -1.6752], [3.1244, 0.8531, -2.3208], [1.9893, 0.1390, -1.9739], [1.7344, -0.7891, -2.4594], [3.7787, 0.4810, -3.0941], [4.3078, 2.5941, -1.9442], [2.8055, 3.4644, -0.1926], [0.7748, 2.1630, 0.4393], [0.7515, -2.3975, 0.5783], [2.1253, -1.7955, 0.6592], [2.3518, -0.6769, 1.4473], [3.5798, -0.0355, 1.4150], [4.5969, -0.5171, 0.5964], [4.3835, -1.6555, -0.1659], [3.1543, -2.2859, -0.1363], [2.9888, -3.1620, -0.7435], [5.1816, -2.0313, -0.7862], [6.1046, 0.3034, 0.5105], [3.8223, 1.3802, 2.3568], [1.5605, -0.2850, 2.0672], [0.1623, -2.1316, 1.4633], [0.8041, -3.4846, 0.4971], [-1.2911, -2.1992, -2.0939], [-0.3218, -3.6369, -1.6627]],
  "forces_ev_per_a": [[0.05, -0.16, 0.00], [0.14, -0.15, -0.19], [-0.05, 0.96, -0.16], [-0.26, -0.82, 0.33], [0.04, 0.06, -0.01], [0.12, 0.28, -0.03], [-0.12, -0.21, -0.13], [0.05, 0.31, -0.23], [-0.27, -0.35, -0.32], [0.20, 0.23, 0.52], [-0.09, 0.33, 0.00], [-0.01, -0.12, -0.11], [-0.25, -0.47, 0.11], [0.37, 0.91, -0.92], [-0.06, -0.18, 0.55], [0.10, -0.23, 0.12], [-0.21, -0.08, 0.18], [0.06, 0.09, 0.11], [0.01, -0.05, 0.11], [-0.11, -0.05, 0.08], [-0.21, -0.36, 0.05], [-0.38, -0.14, -0.24], [-0.22, 1.02, -0.09], [0.51, 0.02, -0.27], [0.02, -0.15, -0.33], [0.42, -0.05, -0.02], [-0.42, -0.23, 0.04], [-0.14, 0.12, 0.07], [-0.11, 0.01, -0.06], [0.02, 0.04, 0.00], [-0.10, 0.00, -0.02], [0.03, -0.01, -0.16], [0.06, -0.14, -0.08], [0.06, -0.05, -0.07], [0.09, 0.04, -0.02], [0.01, 0.06, 0.06], [-0.01, 0.11, 0.16], [0.27, 0.06, 0.38], [0.32, -0.08, 0.37], [0.16, -0.29, 0.06], [0.14, -0.15, -0.16], [-0.25, 0.02, 0.10], [-0.06, -0.05, 0.03], [0.03, 0.08, 0.16], [-0.02, -0.13, -0.11], [0.09, -0.02, -0.06], [0.22, 0.01, -0.09], [-0.06, 0.16, 0.21], [-0.06, 0.08, 0.06], [0.06, -0.21, -0.03], [-0.06, 0.07, -0.04], [-0.02, -0.22, -0.04], [-0.12, 0.10, 0.12]],
  "mulliken_charge": [-0.63, 0.65, 0.73, -1.17, -0.49, 0.19, -0.75, -0.83, 0.91, 0.93, -0.65, 0.45, -0.51, -0.31, -0.51, 0.27, 0.27, 0.47, 0.44, 0.51, 0.22, -0.83, 0.22, 0.98, -0.60, -0.37, -0.03, -0.56, -0.69, -0.47, -0.78, -0.33, 0.42, 0.46, 0.45, 0.44, 0.54, -1.16, 0.44, -0.41, 0.07, 0.16, -0.65, -0.55, 0.46, 0.48, -0.20, -0.16, 0.56, 0.23, 0.80, 0.48, 0.41]
}

=====

(2)
{
  "formula": "C23H19Cl2N4O5S3SeY",
  "method": "the ωB97M-V functional and the def2-TZVPD basis",
  "e_tot_ha": -6038.13140,
  "homo_ev": -2.50,
  "max_force_ev_per_a": 0.6,
  "multiplicity": 1,
  "total_charge": -2,
  "e_above_lowest_kj_mol": 40.3,
  "elements": ["Y", "O", "C", "O", "C", "C", "C", "C", "C", "O", "C", "C", "O", "O", "H", "H", "H", "H", "H", "H", "H", "H", "C", "S", "C", "S", "N", "N", "C", "C", "C", "C", "C", "C", "N", "H", "H", "H", "H", "H", "H", "H", "H", "Cl", "C", "C", "C", "C", "C", "Cl", "C", "S", "H", "H", "H", "Se", "C", "N"],
  "xyz": [[0.4441, 0.1274, -0.1787], [0.3276, 0.5692, -4.3644], [-0.1221, 0.7200, -3.2392], [-0.0208, -0.1220, -2.2681], [-0.9159, 1.9933, -2.9042], [-2.0213, 1.7046, -1.8851], [-3.0289, 2.8528, -1.8211], [-2.2200, 3.9347, -1.0687], [-0.8845, 3.2193, -0.8509], [-1.3189, 1.8577, -0.6255], [-0.1036, 3.1140, -2.1704], [1.3829, 2.8242, -1.8876], [2.2396, 3.5704, -2.3436], [1.5942, 1.8099, -1.1308], [-1.3193, 2.3740, -3.8435], [-2.4510, 0.7100, -1.9419], [-3.3451, 3.1612, -2.8182], [-3.9092, 2.5433, -1.2585], [-2.0910, 4.8574, -1.6353], [-2.6785, 4.1769, -0.1102], [-0.3017, 3.5511, 0.0031], [-0.1496, 4.0495, -2.7291], [-5.1234, -1.9987, -2.5304], [-4.8651, -0.8402, -1.1815], [-3.2214, -1.2778, -0.5533], [-2.2476, -2.4554, -1.2284], [-3.0006, -0.4842, 0.4658], [-1.7147, -0.5786, 0.9812], [-1.7022, -0.5475, 2.2596], [-0.4626, -0.6268, 3.0370], [-0.5142, -0.6382, 4.4274], [0.6696, -0.7492, 5.1352], [1.8594, -0.8620, 4.4368], [1.8173, -0.8414, 3.0497], [0.6899, -0.7194, 2.3665], [-6.1119, -2.4475, -2.4389], [-4.3491, -2.7665, -2.4598], [-5.0294, -1.5084, -3.4989], [-2.6528, -0.5409, 2.7907], [-1.4663, -0.5449, 4.9316], [0.6631, -0.7369, 6.2177], [2.8099, -0.9465, 4.9447], [2.7232, -0.9203, 2.4599], [3.3279, -0.2829, -0.2574], [3.8197, -1.9564, -0.1272], [5.1822, -2.1908, -0.1228], [5.6527, -3.4923, -0.0272], [4.7308, -4.5248, 0.0649], [3.3771, -4.2526, 0.0554], [2.3052, -5.6246, 0.1853], [2.8274, -2.9554, -0.0503], [1.1301, -2.6732, -0.0815], [5.8605, -1.3527, -0.1977], [6.7147, -3.6984, -0.0255], [5.0525, -5.5543, 0.1451], [0.8037, 3.6115, 3.9186], [0.7088, 2.5412, 2.4499], [0.6289, 1.8379, 1.5296]],
  "forces_ev_per_a": [[-0.05, -0.09, -0.10], [-0.03, 0.07, -0.03], [0.04, 0.00, 0.00], [-0.07, -0.11, -0.20], [-0.02, -0.04, -0.15], [-0.08, -0.06, 0.02], [-0.04, -0.06, -0.02], [0.05, 0.02, 0.02], [0.03, 0.05, 0.11], [0.12, -0.08, -0.05], [0.10, 0.11, -0.06], [-0.12, -0.10, -0.06], [-0.01, 0.08, -0.02], [0.05, -0.04, 0.14], [0.01, -0.01, 0.03], [0.01, 0.01, -0.01], [0.00, 0.01, -0.01], [0.01, -0.01, 0.00], [0.00, 0.00, 0.00], [0.00, 0.01, 0.01], [-0.02, 0.00, -0.03], [0.02, -0.03, 0.03], [0.03, -0.03, -0.09], [-0.04, -0.04, 0.02], [-0.09, 0.19, -0.06], [0.03, -0.05, 0.03], [0.32, -0.10, -0.05], [-0.42, 0.25, 0.42], [0.05, -0.21, -0.10], [-0.03, -0.05, -0.01], [0.10, -0.02, -0.04], [-0.02, 0.00, -0.02], [0.02, -0.01, -0.04], [-0.01, -0.04, 0.03], [-0.11, 0.15, -0.06], [-0.01, 0.00, 0.01], [-0.01, 0.00, 0.04], [-0.01, 0.03, 0.02], [0.05, 0.07, 0.05], [-0.02, 0.00, -0.01], [0.01, 0.00, 0.01], [0.00, 0.00, 0.01], [0.01, 0.01, 0.02], [0.14, -0.06, -0.05], [-0.03, 0.15, 0.04], [-0.04, -0.12, 0.02], [-0.02, 0.05, -0.01], [0.05, 0.03, 0.00], [-0.06, -0.18, 0.02], [0.01, 0.02, -0.01], [0.03, 0.09, 0.07], [0.07, -0.07, -0.16], [0.02, 0.03, 0.00], [0.01, 0.01, 0.00], [0.01, -0.01, 0.00], [-0.02, -0.26, -0.37], [0.00, 0.28, 0.46], [-0.01, 0.15, 0.18]],
  "mulliken_charge": [1.16, -0.78, -0.06, -0.50, 0.20, -0.02, -1.07, -1.11, -0.09, 0.02, 0.17, -0.16, -0.80, -0.63, 0.46, 0.38, 0.43, 0.29, 0.40, 0.39, 0.54, 0.47, -0.77, -0.13, 0.30, -0.47, -1.32, 1.08, -0.80, 0.93, -0.88, -0.35, -0.82, -0.20, 0.45, 0.29, 0.29, 0.21, 0.26, 0.41, 0.38, 0.40, 0.30, -0.16, 0.78, -0.90, -0.31, -0.72, 0.20, -0.24, -0.02, -0.23, 0.40, 0.34, 0.37, -0.33, 0.16, -0.64]
}